Record 1
ORCA calculation (ωB97M-V/def2-TZVPD) on C27H26AsNNiO2S as an isolated structure.

- Relative energy (zero: lowest compared OMol25 entry of this formula, charge and spin): 5.2 kcal/mol
- 2S+1: 2
- HOMO energy (spin up / spin down): -3.633 / -3.068 eV
- F_max: 1.18 eV/A
- Expectation value of S²: 0.77
- Charge: -1

Last column: Löwdin charge in e.
CARTESIAN COORDINATES (ANGSTROEM)
Ni 1.04 -0.59 0.51  0.070
O 1.06 -0.99 2.48  -0.193
N 0.88 -2.25 2.80  -0.211
C 1.14 -2.60 4.08  -0.042
C 0.98 -3.88 4.52  -0.092
C 0.54 -4.85 3.63  -0.111
C 0.28 -4.48 2.34  -0.111
C 0.44 -3.16 1.88  -0.648
S 0.13 -2.67 0.28  0.713
H 1.48 -1.77 4.69  0.128
H 1.20 -4.11 5.56  0.093
H 0.40 -5.88 3.94  0.097
H -0.07 -5.21 1.61  0.095
C -2.49 5.47 -1.88  -0.119
C -1.33 4.99 -2.47  -0.107
C -0.70 3.87 -1.95  -0.132
C -1.22 3.20 -0.84  -0.354
C -2.38 3.69 -0.25  -0.101
C -3.01 4.82 -0.77  -0.104
As -0.18 1.61 -0.18  1.361
C -1.63 0.91 0.93  -0.355
C -1.86 1.18 2.27  -0.109
C -2.93 0.58 2.92  -0.100
C -3.75 -0.30 2.23  -0.094
C -3.51 -0.59 0.89  -0.030
C -2.45 0.02 0.23  -0.210
C -2.06 -0.22 -1.18  -0.221
C -2.70 -1.07 -2.07  -0.038
C -2.19 -1.24 -3.35  -0.096
C -1.04 -0.57 -3.74  -0.094
C -0.39 0.28 -2.85  -0.089
C -0.91 0.46 -1.58  -0.322
H -2.99 6.35 -2.28  0.090
H -0.92 5.49 -3.33  0.093
H 0.22 3.51 -2.40  0.093
H -2.80 3.19 0.61  0.088
H -3.92 5.19 -0.30  0.093
H -1.20 1.84 2.80  0.105
H -3.11 0.78 3.97  0.093
H -4.58 -0.78 2.74  0.093
H -4.15 -1.29 0.37  0.101
H -3.58 -1.61 -1.76  0.100
H -2.69 -1.91 -4.04  0.093
H -0.63 -0.72 -4.74  0.094
H 0.53 0.78 -3.14  0.100
C 3.90 -1.68 -0.31  -0.068
C 3.69 -0.26 -0.84  -0.780
C 3.86 -0.26 -2.37  -0.065
C 4.73 0.67 -0.21  -0.064
O 2.42 0.21 -0.54  -0.359
H 4.90 -2.07 -0.56  0.072
H 3.14 -2.35 -0.73  0.058
H 3.78 -1.68 0.78  0.072
H 4.87 -0.58 -2.67  0.068
H 3.68 0.75 -2.75  0.071
H 3.13 -0.94 -2.81  0.073
H 5.76 0.39 -0.50  0.068
H 4.64 0.64 0.87  0.073
H 4.54 1.69 -0.54  0.072



Record 2
ORCA calculation (ωB97M-V/def2-TZVPD) on C27H26AsO15P3RuS as an isolated structure.

- HOMO energy (spin up / spin down): -7.210 / -7.208 eV
- F_max: 2.98 eV/A
- Charge: 0

Last column: Löwdin charge in e.
CARTESIAN COORDINATES (ANGSTROEM)
Ru 0.21 -0.14 -0.64  1.273
C -4.21 0.87 -2.54  -0.048
C -2.88 1.38 -2.97  -0.467
O -2.90 1.98 -4.17  0.032
P -1.76 2.27 -1.81  0.386
O -0.79 3.00 -2.69  -0.271
O -2.86 3.23 -1.17  -0.103
O -1.18 1.44 -0.70  -0.401
P -1.61 -0.53 -3.44  0.437
O -0.67 0.34 -4.32  -0.111
O -2.63 -1.28 -4.16  -0.230
O -1.17 -0.93 -2.07  -0.358
H -4.82 1.72 -2.20  0.094
H -4.11 0.17 -1.72  0.058
H -4.71 0.38 -3.37  0.095
H -2.04 2.45 -4.29  0.107
H 0.67 3.10 -2.09  -0.011
H -2.54 3.76 -0.43  0.086
H 0.31 0.36 -4.35  0.043
O 1.14 -3.89 -1.24  0.124
C 0.94 -2.99 -0.47  -0.537
O 1.30 -1.75 -0.74  -0.194
C 0.34 -3.34 0.89  -0.111
C 0.53 -4.67 1.29  -0.007
C 0.04 -5.13 2.49  -0.054
C -0.66 -4.28 3.34  -0.063
C -0.86 -2.97 2.96  -0.081
C -0.36 -2.49 1.75  -0.282
P -0.68 -0.75 1.34  1.029
C 0.10 0.20 2.67  -0.353
C 1.15 -0.33 3.42  -0.068
C 1.82 0.46 4.34  -0.068
C 1.45 1.79 4.51  -0.075
C 0.42 2.33 3.75  -0.071
C -0.24 1.54 2.83  -0.111
C -2.47 -0.60 1.59  -0.329
C -3.28 -1.11 0.59  -0.089
C -4.66 -1.14 0.75  -0.071
C -5.23 -0.65 1.92  -0.071
C -4.42 -0.13 2.92  -0.071
C -3.04 -0.12 2.77  -0.086
H 1.05 -5.33 0.61  0.122
H 0.21 -6.17 2.78  0.109
H -1.05 -4.64 4.28  0.108
H -1.42 -2.30 3.60  0.110
H 1.44 -1.37 3.29  0.109
H 2.63 0.04 4.92  0.107
H 1.98 2.40 5.23  0.105
H 0.14 3.37 3.88  0.106
H -1.03 1.97 2.21  0.109
H -2.83 -1.50 -0.32  0.098
H -5.29 -1.55 -0.03  0.112
H -6.30 -0.66 2.04  0.107
H -4.86 0.25 3.83  0.106
H -2.42 0.27 3.56  0.102
O 3.04 3.20 0.46  -0.208
As 2.33 2.14 -0.72  1.073
O 1.57 3.28 -1.73  -0.197
O 1.36 1.17 0.27  -0.504
C 3.91 1.37 -1.47  -0.218
C 5.13 1.68 -0.87  -0.066
C 6.30 1.14 -1.39  -0.056
C 6.25 0.29 -2.48  -0.046
C 5.04 -0.02 -3.08  -0.031
C 3.87 0.53 -2.57  -0.245
S 2.34 0.05 -3.31  0.508
O 2.11 0.80 -4.53  -0.264
O 2.36 -1.37 -3.45  -0.237
O 1.36 0.57 -2.29  -0.511
H 2.55 4.03 0.48  0.064
H 5.17 2.34 -0.02  0.103
H 7.25 1.37 -0.92  0.111
H 7.17 -0.14 -2.88  0.114
H 4.98 -0.70 -3.92  0.128



Record 3
ORCA calculation (ωB97M-V/def2-TZVPD) on C27H26BIrN9O2S3Sb as an isolated structure.

- Relative energy (zero: lowest compared OMol25 entry of this formula, charge and spin): 0.0 kcal/mol
- 2S+1: 6
- HOMO energy (spin up / spin down): -8.477 / -10.718 eV
- F_max: 4.16 eV/A
- Expectation value of S²: 8.82
- Charge: +1

Last column: Löwdin charge in e.
CARTESIAN COORDINATES (ANGSTROEM)
Ir -0.98 0.17 -1.54  1.003
C -1.19 -2.49 1.92  -0.020
C -0.91 -1.24 1.31  -0.132
N -1.13 -1.27 -0.04  -0.136
N -1.54 -2.58 -0.34  0.044
C -1.53 -3.32 0.81  -0.025
B -1.89 -2.92 -1.87  -0.671
N -2.93 -1.93 -2.27  0.049
C -4.29 -2.07 -2.10  -0.047
C -4.91 -0.88 -2.02  0.000
C -3.87 0.08 -2.25  -0.168
N -2.69 -0.55 -2.27  -0.152
N -0.65 -2.55 -2.73  0.079
C 0.41 -3.31 -3.19  -0.021
C 1.50 -2.53 -3.44  -0.028
C 1.10 -1.19 -3.12  -0.119
N -0.22 -1.16 -2.79  -0.168
N -2.36 -4.39 -1.99  -0.018
C -2.99 -4.86 -3.13  -0.070
C -2.81 -6.27 -3.19  -0.053
C -2.09 -6.60 -2.01  -0.123
N -1.82 -5.46 -1.28  0.050
H -1.22 -2.78 2.96  0.094
H -0.62 -0.25 1.75  0.121
H -1.78 -4.36 0.72  0.092
H -4.60 -3.10 -1.95  0.134
H -5.95 -0.71 -1.82  0.107
H -3.94 1.14 -2.27  -0.084
H 0.35 -4.41 -3.16  0.142
H 2.45 -2.82 -3.95  0.122
H 1.70 -0.31 -3.19  0.093
H -3.43 -4.21 -3.86  0.113
H -3.06 -6.96 -3.98  0.087
H -1.81 -7.53 -1.49  0.110
S -3.88 3.01 -3.35  0.079
Sb -1.82 3.54 -2.33  0.416
S -0.48 1.78 -3.42  0.097
S -1.99 1.98 -0.36  -0.074
C -0.92 4.83 4.23  -0.042
C 0.38 4.15 4.07  -0.218
C 1.00 3.56 5.21  0.004
C 2.05 2.68 5.03  -0.062
C 2.49 2.35 3.77  -0.007
C 1.87 2.90 2.64  -0.182
N 2.05 2.37 1.39  0.196
C 3.25 1.82 0.97  -0.140
C 4.53 2.26 1.40  -0.006
C 5.69 1.69 0.95  -0.059
C 5.61 0.76 -0.09  -0.010
C 4.34 0.28 -0.56  0.008
C 3.18 0.74 0.01  -0.032
C 1.84 -0.01 -0.25  -0.598
O 1.81 -1.22 -0.07  0.081
O 0.87 0.77 -0.56  -0.282
C 0.92 3.95 2.80  -0.142
C 0.46 4.80 1.63  -0.017
H -1.50 4.40 5.03  0.080
H -1.60 4.58 3.37  0.101
H -0.91 5.92 4.30  0.099
H 0.57 3.71 6.21  0.134
H 2.47 2.11 5.91  0.138
H 3.17 1.55 3.56  0.122
H 1.26 2.23 0.75  0.143
H 4.50 3.10 2.14  0.141
H 6.68 2.06 1.26  0.130
H 6.48 0.39 -0.58  0.108
H 4.29 -0.45 -1.40  0.137
H 1.20 4.78 0.83  0.086
H 0.33 5.82 2.02  0.103
H -0.50 4.41 1.25  0.063



Record 4
ORCA calculation (ωB97M-V/def2-TZVPD) on C27H26Br2F10N5RuSbSe as an isolated structure.

- Relative energy (zero: lowest compared OMol25 entry of this formula, charge and spin): 25.4 kcal/mol
- 2S+1: 2
- HOMO energy (spin up / spin down): -10.541 / -10.165 eV
- F_max: 4.24 eV/A
- Expectation value of S²: 0.76
- Charge: +1

Last column: Löwdin charge in e.
CARTESIAN COORDINATES (ANGSTROEM)
Ru 0.28 0.25 -0.31  0.965
C -0.76 -0.84 2.62  -0.124
N 0.29 -0.01 2.00  -0.255
C 0.15 1.35 2.54  -0.184
C 0.84 2.39 1.72  -0.191
N 0.69 2.13 0.29  -0.099
C 0.50 3.23 -0.54  -0.175
C -0.27 4.35 -0.19  -0.146
F -1.00 4.34 0.94  0.086
C -0.42 5.46 -1.00  -0.141
F -1.20 6.47 -0.59  0.142
C 0.18 5.52 -2.23  -0.145
F 0.03 6.58 -3.02  0.147
C 0.91 4.42 -2.65  -0.147
F 1.47 4.41 -3.86  0.134
C 1.05 3.32 -1.82  -0.174
F 1.74 2.29 -2.32  0.053
C 1.57 -0.64 2.32  -0.222
C 2.67 -0.04 1.54  -0.223
N 2.30 -0.07 0.13  -0.126
C 3.21 0.45 -0.79  -0.189
C 3.29 -0.06 -2.08  -0.189
F 2.51 -1.10 -2.40  -0.020
C 4.11 0.44 -3.06  -0.149
F 4.09 -0.11 -4.28  0.127
C 4.93 1.52 -2.79  -0.139
F 5.71 2.04 -3.73  0.148
C 4.92 2.04 -1.52  -0.139
F 5.69 3.09 -1.23  0.142
C 4.09 1.51 -0.54  -0.135
F 4.11 2.13 0.65  0.096
H -0.68 -0.80 3.71  0.114
H -1.75 -0.50 2.34  -0.017
H -0.65 -1.87 2.30  0.057
H -0.92 1.58 2.56  0.053
H 0.50 1.40 3.58  0.147
H 0.44 3.35 2.02  0.123
H 1.90 2.43 1.95  0.103
H 1.78 -0.59 3.40  0.146
H 1.48 -1.68 2.05  0.057
H 2.94 0.94 1.91  0.089
H 3.55 -0.67 1.70  0.145
Br -2.18 -1.69 -0.18  0.684
C -1.12 -3.31 -0.20  -0.942
Br 0.73 -2.81 -0.22  0.756
H -1.36 -3.86 -1.10  0.013
H -1.34 -3.87 0.70  0.017
C 0.46 -2.05 -3.93  -0.284
Sb -0.17 -0.24 -3.02  1.302
C 0.50 1.02 -4.59  -0.262
C -2.23 -0.36 -3.57  -0.302
H -0.14 -2.17 -4.84  0.026
H 0.32 -2.91 -3.28  -0.011
H 1.51 -1.96 -4.19  0.011
H 0.13 0.59 -5.52  0.028
H 1.59 1.05 -4.61  0.013
H 0.12 2.04 -4.49  0.002
H -2.34 0.04 -4.58  0.024
H -2.86 0.21 -2.88  -0.014
H -2.54 -1.40 -3.56  0.009
Se -3.11 1.39 1.15  1.156
N -1.96 1.48 -0.23  -0.282
C -2.52 2.30 -1.12  -0.368
C -1.97 2.67 -2.39  -0.088
C -2.65 3.53 -3.18  -0.029
C -3.92 4.09 -2.79  -0.041
C -4.49 3.77 -1.61  0.001
C -3.81 2.86 -0.73  -0.363
N -4.27 2.49 0.44  -0.194
H -1.03 2.26 -2.70  0.030
H -2.22 3.83 -4.13  0.123
H -4.42 4.77 -3.46  0.116
H -5.45 4.17 -1.30  0.125



Record 5
ORCA calculation (ωB97M-V/def2-TZVPD) on C27H26Cl3IN6O4PdS3 as an isolated structure.

- Relative energy (zero: lowest compared OMol25 entry of this formula, charge and spin): 19.1 kcal/mol
- HOMO energy: -0.038 eV
- F_max: 0.76 eV/A
- Charge: -2

Last column: Löwdin charge in e.
CARTESIAN COORDINATES (ANGSTROEM)
Pd -0.30 0.52 -0.20  0.058
O 4.46 0.39 -0.37  0.045
C 4.80 0.08 0.88  -0.282
C 6.12 -0.31 1.14  -0.038
C 6.52 -0.64 2.42  -0.130
C 5.61 -0.58 3.48  -0.130
C 4.30 -0.20 3.22  -0.046
C 3.88 0.14 1.94  -0.072
C 2.47 0.58 1.67  -0.456
O 2.22 1.11 0.54  -0.094
N 1.63 0.41 2.67  -0.001
N 0.33 0.69 2.38  -0.092
C -0.38 1.04 3.36  -0.914
S -2.06 1.54 3.19  0.880
C -2.43 1.67 4.97  -0.550
C -1.37 0.92 5.76  -0.575
S 0.27 1.21 5.04  0.845
H 3.49 0.66 -0.31  0.068
H 6.81 -0.36 0.30  0.103
H 7.54 -0.94 2.60  0.084
H 5.92 -0.84 4.48  0.079
H 3.57 -0.15 4.02  0.096
H -3.42 1.24 5.13  0.061
H -2.45 2.73 5.25  0.060
H -1.57 -0.15 5.73  0.066
H -1.34 1.24 6.80  0.060
Cl -2.60 -0.24 -7.53  0.642
C -3.44 -0.66 -6.07  -0.659
C -2.76 -1.23 -5.01  -0.093
C -3.47 -1.58 -3.88  -0.023
C -4.84 -1.35 -3.76  -0.175
C -5.54 -1.73 -2.47  -0.275
C -5.68 -0.53 -1.52  -0.057
N -4.64 -0.55 -0.52  -0.081
C -4.71 -1.26 0.67  -0.092
C -3.47 -1.14 1.23  -0.163
N -2.64 -0.42 0.41  0.036
C -3.37 -0.07 -0.62  -0.164
O -6.81 -2.33 -2.71  -0.147
C -6.82 -3.71 -2.46  -0.170
C -6.55 -4.06 -1.02  -0.324
C -7.43 -3.87 -0.01  -0.988
Cl -9.04 -3.28 -0.15  0.653
S -6.79 -4.29 1.53  0.975
C -5.29 -4.74 0.82  -0.402
C -5.31 -4.56 -0.52  -0.143
C -5.48 -0.71 -4.83  -0.575
Cl -7.15 -0.22 -4.74  0.700
C -4.80 -0.38 -5.98  -0.150
H -1.69 -1.37 -5.04  0.075
H -2.92 -1.99 -3.04  0.071
H -4.90 -2.46 -1.96  0.133
H -6.65 -0.58 -1.02  0.132
H -5.62 0.40 -2.08  0.132
H -5.61 -1.75 0.99  0.081
H -3.11 -1.55 2.16  0.090
H -3.01 0.54 -1.44  0.107
H -6.09 -4.23 -3.10  0.135
H -7.82 -4.05 -2.74  0.120
H -4.48 -5.06 1.45  0.074
H -4.45 -4.76 -1.15  0.125
H -5.31 0.11 -6.80  0.095
N -0.35 3.24 0.33  0.097
C -0.48 2.55 -0.91  -0.810
N 0.68 2.65 -1.72  0.090
O -1.62 2.43 -1.44  -0.118
H 0.51 2.99 0.81  0.049
H -1.15 3.05 0.90  0.027
H 1.51 2.39 -1.20  0.042
H 0.57 2.01 -2.50  0.039
I 0.12 -1.27 -2.16  -0.234



Record 6
ORCA calculation (ωB97M-V/def2-TZVPD) on C27H26ClCrINOPS3Se2 as an isolated structure.

- 2S+1: 5
- HOMO energy (spin up / spin down): -6.549 / -7.687 eV
- F_max: 1.02 eV/A
- Expectation value of S²: 6.12
- Charge: 0

Last column: Löwdin charge in e.
CARTESIAN COORDINATES (ANGSTROEM)
Cr 0.61 0.55 0.38  0.071
Se 1.10 1.84 -1.61  0.219
P -1.48 1.22 -2.29  0.523
Se -1.48 -0.22 -0.59  0.423
C -1.08 0.23 -3.77  -0.458
C -1.51 0.72 -5.00  -0.100
C -1.18 0.05 -6.17  -0.086
C -0.41 -1.10 -6.13  -0.094
C 0.04 -1.58 -4.90  -0.084
C -0.29 -0.91 -3.73  -0.132
C -3.30 1.47 -2.53  -0.453
C -3.82 2.74 -2.29  -0.105
C -5.18 2.96 -2.43  -0.088
C -6.02 1.92 -2.81  -0.091
C -5.50 0.66 -3.05  -0.082
C -4.14 0.43 -2.91  -0.108
H -2.11 1.62 -5.04  0.108
H -1.53 0.44 -7.13  0.102
H -0.15 -1.62 -7.04  0.099
H 0.64 -2.48 -4.87  0.101
H 0.07 -1.28 -2.78  0.055
H -3.16 3.54 -2.00  0.102
H -5.60 3.94 -2.24  0.101
H -7.09 2.09 -2.92  0.100
H -6.15 -0.15 -3.35  0.102
H -3.72 -0.55 -3.09  0.108
C 3.02 -2.30 2.77  -0.509
C 3.06 -3.09 1.45  -0.493
S 2.02 -2.41 0.11  0.851
C 3.23 -1.69 -1.03  -0.523
C 4.18 -0.69 -0.38  -0.476
S 3.26 0.76 0.24  0.786
C 4.20 1.24 1.72  -0.473
C 3.81 0.48 2.98  -0.508
S 4.47 -1.22 3.07  0.880
H 3.00 -2.99 3.61  0.065
H 2.13 -1.68 2.82  0.046
H 2.68 -4.10 1.63  0.067
H 4.08 -3.18 1.07  0.070
H 2.62 -1.19 -1.78  0.055
H 3.79 -2.50 -1.50  0.084
H 4.88 -0.34 -1.14  0.089
H 4.72 -1.12 0.45  0.027
H 3.94 2.30 1.85  0.078
H 5.26 1.16 1.49  0.085
H 2.72 0.42 3.06  0.054
H 4.19 1.00 3.85  0.075
Cl -2.21 0.68 6.65  0.695
C -1.25 0.99 5.24  -0.610
C -0.60 2.19 5.12  -0.157
C 0.17 2.49 3.99  -0.625
I 1.18 4.31 3.79  0.920
C 0.27 1.59 2.94  -0.439
O 0.92 1.80 1.83  -0.284
C -0.36 0.32 3.10  -0.146
N -0.15 -0.54 2.07  -0.039
C -0.72 -1.73 2.13  -0.188
C -1.54 -2.12 3.19  -0.022
C -1.77 -1.26 4.24  0.006
C -1.15 0.01 4.23  -0.162
H -0.68 2.92 5.92  0.098
H -0.53 -2.40 1.30  0.078
H -2.00 -3.09 3.17  0.114
H -2.42 -1.53 5.06  0.099



Record 7
ORCA calculation (ωB97M-V/def2-TZVPD) on C27H26ClF3N6O in the gas phase.

- Structure (SMILES): Cc1ccc([C@@H]2C[C@H](C(F)F)n3ncc(C(=O)Nc4c(C)nn(Cc5c(F)cccc5Cl)c4C)c3N2)cc1
- HOMO energy: -8.084 eV
- F_max: 0.88 eV/A
- Charge: 0

Last column: Löwdin charge in e.
CARTESIAN COORDINATES (ANGSTROEM)
C 1.02 -3.23 -6.64  -0.050
C 0.25 -2.49 -5.59  -0.278
C 0.51 -2.71 -4.24  -0.025
C -0.20 -2.04 -3.26  -0.019
C -1.18 -1.13 -3.61  -0.198
C -1.46 -0.92 -4.95  -0.047
C -0.75 -1.59 -5.93  -0.040
H -0.98 -1.41 -6.97  0.110
H -2.24 -0.23 -5.24  0.116
C -1.97 -0.35 -2.56  -0.247
N -1.83 -0.86 -1.22  0.116
C -0.74 -0.48 -0.51  -0.216
N 0.00 0.60 -0.83  -0.040
N 0.98 0.83 0.07  0.124
C 0.85 -0.11 0.98  -0.082
C -0.23 -0.97 0.70  -0.074
C -0.78 -2.16 1.34  -0.440
O -1.45 -2.97 0.70  0.039
N -0.52 -2.36 2.66  0.156
C -0.06 -1.39 3.55  -0.180
C -0.52 -0.09 3.70  -0.202
N 0.26 0.48 4.64  -0.109
N 1.17 -0.37 5.12  0.129
C 1.00 -1.52 4.48  -0.289
C 1.83 -2.72 4.75  -0.027
H 1.23 -3.49 5.23  0.077
H 2.22 -3.12 3.82  0.078
H 2.65 -2.45 5.40  0.076
C 0.30 1.86 5.03  -0.076
C 0.52 2.74 3.82  -0.165
C 1.63 2.54 3.00  -0.235
C 1.84 3.23 1.83  -0.015
C 0.92 4.19 1.45  -0.071
C -0.18 4.45 2.24  -0.111
C -0.37 3.73 3.41  -0.611
Cl -1.78 4.08 4.36  0.720
H -0.90 5.20 1.96  0.101
H 1.07 4.74 0.53  0.109
H 2.71 3.00 1.23  0.121
F 2.54 1.63 3.38  0.087
H -0.63 2.15 5.53  0.093
H 1.14 1.96 5.73  0.140
C -1.65 0.61 3.03  0.011
H -1.29 1.27 2.24  0.085
H -2.22 1.20 3.75  0.072
H -2.31 -0.13 2.58  0.093
H -0.83 -3.24 3.03  0.160
H 1.55 -0.16 1.79  0.114
C -0.17 1.38 -2.02  -0.154
C -1.59 1.14 -2.54  -0.057
H -2.29 1.65 -1.88  0.130
H -1.69 1.57 -3.54  0.124
C 0.92 1.08 -3.07  -0.337
F 1.67 2.19 -3.29  0.057
F 1.78 0.12 -2.66  0.082
H 0.52 0.77 -4.05  0.150
H -0.04 2.44 -1.75  0.158
H -2.13 -1.80 -1.01  0.136
H -3.04 -0.42 -2.82  0.156
H 0.04 -2.23 -2.23  0.118
H 1.28 -3.41 -3.96  0.118
H 0.67 -4.26 -6.71  0.085
H 2.08 -3.25 -6.40  0.080
H 0.89 -2.77 -7.62  0.074